A 2-piece molecular cluster, C3H11O overall at a distorted geometry, computed with ωB97M-V/def2-TZVPD.

## Properties
Max |F|: 2.6 eV/Å
Relative energy (zero: lowest compared OMol25 entry of this formula, charge and spin): 0.694 eV
E: -5327.739 eV
Highest occupied orbital energy: -15.58 eV
Frontier orbital gap: 10.73 eV

Structure (ORCA input):
```
! RIJCOSX wB97M-V def2-TZVPD def2/J DEFGRID3
* xyz 1 1
H 2.317 0.216 -1.096
H -1.701 0.190 1.057
H -0.410 -1.175 -0.994
H -1.626 1.828 1.383
C 0.567 -1.043 -0.529
H 1.167 -0.345 1.481
O -2.199 1.064 1.161
H 0.219 0.834 0.546
C 0.358 -0.224 0.769
H 1.579 -0.778 -2.424
H -0.572 -0.609 1.261
H -3.059 1.494 1.045
C 1.401 -0.194 -1.520
H 1.162 -1.927 -0.309
H 0.797 0.670 -1.830
*
```